Arrangement i

{
  "formula": "C4H10N2S",
  "method": "ωB97M-V/def2-TZVPD",
  "homo_lumo_gap_ev": 8.9678,
  "smiles": "CN(C)N(C)C=S",
  "homo_ha": -0.3021,
  "spin_multiplicity": 1,
  "species": ["H", "C", "S", "C", "H", "H", "N", "H", "H", "H", "H", "H", "C", "H", "C", "N", "H"],
  "positions_angstrom": [[2.993, -0.840, -1.200], [2.076, -0.219, -1.215], [-2.574, -0.191, 0.002], [-1.008, -0.683, 0.012], [-0.607, 1.903, 0.865], [1.448, -0.487, -2.079], [0.070, 0.107, -0.001], [-0.693, -1.750, -0.006], [2.390, 0.840, -1.316], [1.447, -0.420, 2.090], [3.012, -0.805, 1.238], [0.942, 1.987, -0.008], [-0.054, 1.563, -0.013], [2.420, 0.837, 1.287], [2.078, -0.205, 1.212], [1.342, -0.512, 0.003], [-0.612, 1.889, -0.884]]
}

---

Arrangement ii

{
  "formula": "C4H10N2S",
  "method": "ωB97M-V/def2-TZVPD",
  "homo_lumo_gap_ev": 9.1727,
  "smiles": "CC/C(CN)=N/S",
  "homo_ha": -0.3028,
  "spin_multiplicity": 1,
  "species": ["H", "H", "H", "H", "H", "C", "C", "H", "H", "H", "N", "C", "N", "H", "C", "S", "H"],
  "positions_angstrom": [[-1.218, -0.381, 1.490], [1.842, 2.523, 0.025], [3.356, -1.993, 0.120], [-2.080, -0.864, -1.485], [-3.131, -0.896, -0.014], [-2.213, -0.467, -0.469], [0.453, 1.046, -0.393], [1.461, 1.597, 1.356], [0.677, 1.005, -1.437], [-1.052, -1.968, 0.634], [1.195, -1.314, 0.198], [-1.085, -0.852, 0.494], [1.586, 1.600, 0.310], [-0.546, 1.566, -0.215], [0.278, -0.429, 0.159], [2.809, -0.811, -0.271], [-2.332, 0.637, -0.503]]
}

---

Most stable structure - arrangement ii; separation to the second - 0.0023 hartree.

---

Arrangement i

{
  "formula": "C4H10N2S",
  "method": "ωB97M-V/def2-TZVPD",
  "homo_lumo_gap_ev": 8.9811,
  "smiles": "CS/C=N/N(C)C",
  "homo_ha": -0.2985,
  "spin_multiplicity": 1,
  "species": ["H", "H", "C", "C", "N", "H", "H", "H", "H", "H", "C", "S", "H", "H", "N", "C", "H"],
  "positions_angstrom": [[-0.649, -1.580, -0.596], [-2.297, 2.301, 0.310], [-2.502, 1.197, -0.287], [0.103, -0.790, -0.376], [-0.308, 0.306, 0.249], [2.449, 0.762, 0.416], [-3.547, 0.727, -0.241], [-2.865, 0.520, 2.086], [-2.021, 1.200, -1.386], [3.705, 0.317, -0.757], [2.611, 0.434, -0.603], [1.797, -1.141, -0.781], [2.198, 1.161, -1.512], [-1.389, 1.461, 2.200], [-1.654, 0.234, 0.532], [-1.753, 0.489, 1.939], [-1.369, -0.369, 2.477]]
}

---

Arrangement ii

{
  "formula": "C4H10N2S",
  "method": "ωB97M-V/def2-TZVPD",
  "homo_lumo_gap_ev": 9.6141,
  "smiles": "NC[C@@H]1S[C@@H]1CN",
  "homo_ha": -0.3237,
  "spin_multiplicity": 1,
  "species": ["H", "H", "H", "H", "H", "C", "C", "H", "H", "H", "C", "H", "C", "S", "N", "N", "H"],
  "positions_angstrom": [[-0.695, 1.946, 1.579], [-1.109, -0.191, 2.706], [1.863, -2.417, 0.846], [1.710, -0.206, -0.393], [-1.072, -1.238, -1.222], [-0.880, 0.484, -0.013], [-0.268, -0.541, -0.891], [-1.968, 0.487, 0.111], [0.196, 0.616, 3.202], [1.489, -1.625, -1.465], [1.086, -1.095, -0.559], [0.832, 1.370, 1.034], [-0.214, 1.059, 1.256], [-0.355, 1.068, -1.692], [-0.149, 0.085, 2.384], [0.935, -2.056, 0.557], [0.585, -1.482, 1.337]]
}

---

Most stable structure - arrangement ii; separation to the second - 0.0863 hartree.

---

Arrangement i

{
  "formula": "C4H10N2S",
  "method": "ωB97M-V/def2-TZVPD",
  "homo_lumo_gap_ev": 8.5607,
  "smiles": "C[C@H]1CN(C)NS1",
  "homo_ha": -0.2818,
  "spin_multiplicity": 1,
  "species": ["H", "S", "C", "H", "C", "H", "H", "H", "N", "H", "H", "H", "H", "C", "N", "H", "C"],
  "positions_angstrom": [[-2.521, 1.798, 1.540], [-1.718, 0.346, -1.006], [0.525, 0.219, 0.364], [1.480, -2.403, -0.886], [-0.734, 1.117, 0.303], [-0.468, 2.070, -0.083], [0.457, -0.668, 1.045], [2.688, -1.081, -0.523], [0.750, -0.335, -0.972], [-1.882, 0.119, 1.953], [-0.956, 1.634, 2.488], [1.188, 0.886, 0.803], [2.055, -1.301, -2.226], [1.786, -1.377, -1.065], [-0.558, -0.933, -1.183], [-0.614, -1.230, -2.139], [-1.479, 1.138, 1.584]]
}

---

Arrangement ii

{
  "formula": "C4H10N2S",
  "method": "ωB97M-V/def2-TZVPD",
  "homo_lumo_gap_ev": 9.5314,
  "smiles": "NCC1(S)CNC1",
  "homo_ha": -0.3191,
  "spin_multiplicity": 1,
  "species": ["H", "C", "C", "S", "C", "N", "H", "H", "H", "H", "H", "H", "N", "H", "C", "H", "H"],
  "positions_angstrom": [[-2.202, -1.393, -0.226], [1.074, -0.021, -0.878], [-1.006, 1.225, -0.144], [-1.169, -1.469, -1.006], [-0.294, -0.115, 1.332], [-0.661, 1.309, 1.323], [0.890, 0.293, -1.885], [-0.969, -0.840, 1.837], [2.003, -1.611, 0.010], [-0.570, 2.031, -0.738], [-1.415, 1.510, 1.972], [-2.059, 1.232, -0.424], [1.747, -1.302, -0.895], [1.575, 0.828, -0.408], [-0.259, -0.153, -0.171], [2.635, -1.244, -1.489], [0.680, -0.280, 1.789]]
}

---

Most stable structure - arrangement ii; separation to the second - 0.0506 hartree.

---

Arrangement i

{
  "formula": "C9H8N2O",
  "method": "ωB97M-V/def2-TZVPD",
  "homo_lumo_gap_ev": 7.5381,
  "homo_ha": -0.2859,
  "spin_multiplicity": 1,
  "species": ["H", "C", "C", "H", "C", "C", "H", "H", "H", "C", "H", "C", "C", "N", "H", "H", "C", "O", "N", "C"],
  "positions_angstrom": [[-1.423, 0.277, 3.752], [-0.091, -0.954, -1.691], [1.072, -0.145, -1.962], [-0.436, -1.584, -2.419], [0.814, 1.543, 1.575], [-0.898, -1.031, -0.573], [-1.622, -3.039, -0.717], [0.358, 1.646, 3.723], [-1.962, -2.101, 0.785], [0.073, 1.372, 2.660], [3.039, -0.260, -3.058], [1.345, 0.824, -1.072], [-1.037, 0.612, 2.732], [-1.350, -0.029, 1.625], [2.036, 1.654, -1.401], [1.813, 2.140, 1.662], [0.531, 0.809, 0.158], [1.718, -0.347, -3.162], [-1.797, -2.041, -0.263], [-0.729, 0.058, 0.413]]
}

---

Arrangement ii

{
  "formula": "C9H8N2O",
  "method": "ωB97M-V/def2-TZVPD",
  "homo_lumo_gap_ev": 9.4798,
  "smiles": "Cn1cnc2ccccc2c1=O",
  "homo_ha": -0.3313,
  "spin_multiplicity": 1,
  "species": ["H", "H", "C", "H", "H", "H", "C", "C", "C", "C", "C", "C", "C", "O", "N", "H", "H", "H", "N", "C"],
  "positions_angstrom": [[2.913, 0.245, -1.473], [-2.042, 0.418, -1.699], [-0.310, -0.104, -0.476], [1.725, 1.058, -3.789], [-0.812, 1.088, -3.668], [-2.105, -0.145, 2.695], [1.083, -0.046, -0.510], [-0.290, 0.685, -2.840], [1.145, 0.767, -2.831], [1.090, -0.846, 1.586], [-1.053, -0.374, 3.011], [1.857, 0.312, -1.643], [-1.186, -0.266, 0.707], [-2.349, 0.018, 0.670], [1.802, -0.664, 0.589], [-0.584, 0.556, 3.386], [-1.015, -1.295, 3.611], [1.399, -1.046, 2.612], [-0.312, -0.683, 1.735], [-0.957, 0.324, -1.675]]
}

---

Most stable structure - arrangement ii; separation to the second - 0.1246 hartree.

---

Arrangement i

{
  "formula": "C7H9N2O2",
  "method": "ωB97M-V/def2-TZVPD",
  "homo_lumo_gap_ev": 5.7764,
  "homo_ha": -0.0835,
  "charge": -1,
  "spin_multiplicity": 1,
  "species": ["H", "C", "H", "O", "C", "C", "H", "N", "H", "C", "H", "N", "O", "H", "H", "C", "H", "C", "C", "H"],
  "positions_angstrom": [[-1.171, -1.416, -1.510], [-1.343, 0.751, -0.061], [0.906, 3.400, 1.701], [-0.137, 1.368, 3.265], [-0.397, -3.600, -0.363], [0.478, -0.467, 0.952], [-1.275, 1.537, 0.827], [-0.359, -1.207, -0.972], [1.443, 2.192, 0.463], [0.405, -1.805, 1.187], [2.207, 2.370, 2.145], [-0.177, 0.025, -0.268], [0.642, -2.488, 2.217], [-0.744, -3.936, -1.328], [-2.063, -0.123, 0.229], [1.235, 2.457, 1.595], [-0.144, -4.195, 0.489], [-0.187, -2.303, -0.102], [0.482, 1.351, 2.263], [-1.708, 1.335, -0.943]]
}

---

Arrangement ii

{
  "formula": "C7H9N2O2",
  "method": "ωB97M-V/def2-TZVPD",
  "homo_lumo_gap_ev": 6.5258,
  "smiles": "CC1=N[C@H]2[C@@H](CC([O-])=C1)N2O",
  "homo_ha": -0.1007,
  "charge": -1,
  "spin_multiplicity": 1,
  "species": ["C", "O", "H", "H", "N", "H", "C", "H", "C", "H", "C", "H", "C", "C", "O", "N", "H", "H", "C", "H"],
  "positions_angstrom": [[1.272, 0.465, 0.317], [0.130, -3.014, 0.345], [-2.980, 1.813, 0.500], [1.765, -1.161, 1.380], [0.413, 1.284, -0.348], [3.010, 1.727, -0.051], [1.033, -0.874, 0.679], [3.318, 0.052, 0.620], [-0.729, -1.311, -1.072], [2.722, 1.131, 1.645], [-0.952, 1.024, -0.414], [-1.418, 1.930, -0.664], [-1.770, -0.284, -0.685], [0.134, -1.800, 0.093], [-2.875, 0.977, 0.960], [-1.629, 0.315, 0.667], [-1.339, -2.106, -1.457], [-0.168, -0.888, -1.921], [2.735, 0.874, 0.666], [-2.672, -0.156, -1.260]]
}

---

Most stable structure - arrangement ii; separation to the second - 0.0699 hartree.

---

Arrangement i

{
  "formula": "C2HClF2O2",
  "method": "ωB97M-V/def2-TZVPD",
  "homo_lumo_gap_ev": 6.1627,
  "homo_ha": -0.3073,
  "spin_multiplicity": 1,
  "species": ["H", "C", "F", "O", "O", "F", "Cl", "C"],
  "positions_angstrom": [[2.314, -0.042, 0.135], [-0.748, -0.841, -0.123], [-1.542, -1.881, -0.337], [1.160, 1.347, 0.477], [1.929, 0.694, -0.409], [0.460, -1.130, 0.269], [-2.325, 1.513, -0.010], [-1.248, 0.339, -0.003]]
}

---

Arrangement ii

{
  "formula": "C2HClF2O2",
  "method": "ωB97M-V/def2-TZVPD",
  "homo_lumo_gap_ev": 10.6860,
  "homo_ha": -0.3720,
  "spin_multiplicity": 1,
  "species": ["Cl", "F", "C", "O", "F", "O", "H", "C"],
  "positions_angstrom": [[1.366, -0.293, -1.687], [-1.913, -0.301, 0.593], [-0.006, -0.128, -0.694], [1.540, 1.120, 0.988], [-1.728, -1.703, -1.051], [0.308, 1.271, 0.367], [1.595, 0.738, 1.873], [-1.163, -0.705, -0.388]]
}

---

Most stable structure - arrangement ii; separation to the second - 0.1099 hartree.

---

Arrangement i

{
  "formula": "C3H4N3O2",
  "method": "ωB97M-V/def2-TZVPD",
  "homo_lumo_gap_ev": 9.4502,
  "smiles": "OO[n+]1cccnn1",
  "homo_ha": -0.5777,
  "charge": 1,
  "spin_multiplicity": 1,
  "species": ["H", "H", "H", "H", "N", "C", "O", "N", "O", "N", "C", "C"],
  "positions_angstrom": [[1.810, -0.510, 1.137], [-0.264, -1.503, 0.537], [-3.850, 0.604, 0.512], [2.348, 1.751, 0.070], [-0.891, 1.692, -0.257], [1.352, 1.323, 0.084], [-3.009, 0.047, 0.635], [0.340, 2.076, -0.184], [-2.287, -0.051, -0.529], [-1.061, 0.404, -0.217], [-0.170, -0.409, 0.259], [1.088, 0.065, 0.556]]
}

---

Arrangement ii

{
  "formula": "C3H4N3O2",
  "method": "ωB97M-V/def2-TZVPD",
  "homo_lumo_gap_ev": 8.0615,
  "smiles": "C#[N+]/C=C\\N(O)N=O",
  "homo_ha": -0.5153,
  "charge": 1,
  "spin_multiplicity": 1,
  "species": ["C", "C", "H", "H", "H", "N", "H", "O", "C", "O", "N", "N"],
  "positions_angstrom": [[-1.000, -0.637, 0.198], [-0.505, -0.240, 1.418], [-0.004, -0.834, -2.737], [1.547, 2.646, 1.471], [-1.855, -1.315, 0.308], [-0.282, -0.537, -0.980], [-1.004, -0.653, 2.363], [-0.600, -1.191, -2.099], [1.072, 1.642, 1.351], [1.456, 0.192, -1.941], [0.363, 0.751, 1.541], [0.810, 0.178, -0.893]]
}

---

Most stable structure - arrangement ii; separation to the second - 0.0151 hartree.